Density functional theory data (ωB97M-V with the def2-TZVPD basis set) for a molecular structure, C22H26IrN4O9P2.

**E_LUMO (alpha / beta)**: -7.00 / -9.20 eV
**DFT total energy**: -2536.8050 Ha
**HOMO level (alpha / beta)**: -13.62 / -13.62 eV

```
! wB97M-V def2-TZVPD RIJCOSX def2/J DEFGRID3
* xyz 2 2
Ir -0.62 1.21 -1.02
P 2.46 2.15 -1.05
P 0.12 3.89 -2.01
O -0.36 5.22 -2.39
O -2.09 -5.21 -0.87
O 3.76 1.90 -1.71
O 2.55 2.31 0.53
O 1.37 1.10 -1.31
O -0.04 2.79 -3.22
O -2.65 1.18 -0.97
O -0.48 3.19 -0.78
O -0.73 -0.75 -1.22
N 2.24 -1.43 1.48
N -0.66 1.12 1.16
N 3.78 -2.71 0.31
N 2.67 3.80 -3.09
C 2.39 4.98 -0.92
C 1.94 3.80 -1.77
C -0.09 -0.01 3.18
C 1.16 -2.21 3.53
C -2.31 -3.92 -0.93
C -0.17 0.05 1.79
C -3.48 0.25 -0.98
C -1.69 -1.56 -1.08
C 3.06 -1.61 0.46
C -3.67 -3.52 -0.88
C -1.35 -2.94 -1.05
C -3.09 -1.16 -0.98
C -0.75 -5.71 -0.91
C 2.04 -2.39 2.39
C 0.45 -1.13 3.92
C 3.61 -3.70 1.17
C -4.91 0.69 -1.00
C -1.14 2.18 1.82
C 2.72 -3.61 2.23
C -1.15 2.18 3.20
C -0.63 1.09 3.87
C -4.03 -2.18 -0.92
H -4.42 -4.30 -0.82
H -1.55 3.03 3.72
H -0.30 -3.17 -1.15
H -5.08 -1.95 -0.90
H -0.19 -5.36 -0.04
H -1.51 3.00 1.23
H 3.45 2.52 0.82
H -0.63 1.07 4.95
H -5.09 1.31 -0.12
H 1.91 4.95 0.05
H 2.56 -4.42 2.92
H -0.24 -5.40 -1.83
H -5.63 -0.12 -1.02
H -5.06 1.34 -1.86
H 1.15 -3.04 4.22
H 3.48 4.98 -0.78
H -0.83 -6.79 -0.88
H -0.70 3.10 -3.87
H 2.09 5.92 -1.40
H 2.08 3.42 -3.83
H 4.22 -4.58 1.02
H 3.46 3.10 -2.92
H 3.15 -0.82 -0.28
H 0.27 -1.09 4.99
H 0.15 -0.77 1.17
H 3.02 4.72 -3.37
*
```


Density functional theory data (ωB97M-V with the def2-TZVPD basis set) for C22H26N2O3 in the gas phase.

**E_LUMO**: 0.68 eV
**DFT total energy**: -1189.1642 Ha
**HOMO level**: -8.44 eV
**SMILES**: O=C(NC1CCN(Cc2ccccc2)CC1)c1ccc2c(c1)OCCCO2

```
! wB97M-V def2-TZVPD RIJCOSX def2/J DEFGRID3
* xyz 0 1
O 6.57 -0.35 0.15
O 1.19 2.92 0.93
O 4.18 -2.12 0.46
N -3.93 1.17 -0.50
N 0.31 1.05 0.02
C 6.07 -2.44 -1.05
C -7.53 -2.05 0.76
C 6.96 -1.20 -0.90
C -6.41 -2.77 0.38
C -1.93 0.50 0.84
C 1.34 1.81 0.47
C -6.52 -0.06 -0.12
C 4.16 -0.76 0.34
C -3.39 0.97 0.83
C 5.05 1.46 0.10
C 5.41 -2.80 0.28
C -4.26 -0.07 -1.19
C -1.07 1.49 0.05
C 5.26 0.09 0.16
C -1.64 1.65 -1.36
C 2.88 -0.20 0.43
C -3.11 2.08 -1.26
C -5.35 -2.14 -0.25
C -5.40 -0.78 -0.50
C -7.58 -0.69 0.51
C 3.79 2.01 0.20
C 2.69 1.17 0.36
H -1.86 -0.49 0.39
H -6.55 1.01 -0.31
H -3.53 2.19 -2.26
H -1.56 0.71 -1.90
H -1.58 0.44 1.87
H -4.58 0.20 -2.20
H -3.41 -0.76 -1.28
H -4.48 -2.71 -0.54
H 7.00 -0.64 -1.85
H -8.45 -0.12 0.81
H -6.36 -3.84 0.57
H 3.64 3.07 0.17
H 5.28 -2.25 -1.78
H 6.67 -3.28 -1.42
H -1.06 2.46 0.56
H 0.50 0.16 -0.41
H -4.02 0.25 1.35
H -8.35 -2.55 1.25
H -3.46 1.93 1.35
H 6.10 -2.58 1.11
H 2.07 -0.88 0.61
H 5.14 -3.85 0.31
H -1.07 2.41 -1.90
H 7.98 -1.49 -0.64
H 5.92 2.09 -0.01
H -3.16 3.05 -0.76
*
```


Density functional theory data (ωB97M-V with the def2-TZVPD basis set) for C22H26N2O5S in the gas phase.

**E_LUMO**: 0.20 eV
**DFT total energy**: -1737.8728 Ha
**HOMO level**: -8.67 eV
**SMILES**: CCCCN(c1ccccc1)S(=O)(=O)c1ccc2c(c1)CCN2C(=O)CCC(=O)O

```
! wB97M-V def2-TZVPD RIJCOSX def2/J DEFGRID3
* xyz 0 1
S 2.93 -0.32 1.00
O -3.64 -1.95 -0.26
O -5.50 -3.82 0.12
O -6.73 -4.75 -1.47
O 3.04 -1.09 2.20
O 3.98 -0.42 0.03
N 2.73 1.29 1.45
N -2.00 -2.02 -1.80
C -1.52 -2.29 -3.15
C -4.25 -2.66 -2.47
C 4.20 4.26 -0.20
C -0.13 1.21 4.09
C -0.94 -1.59 -0.99
C -5.70 -2.65 -1.99
C 3.89 3.34 0.78
C 2.56 2.12 -0.79
C 1.77 2.67 3.26
C 3.07 2.25 0.50
C 3.70 4.12 -1.48
C 1.40 -0.80 0.20
C 2.79 1.60 2.86
C -3.28 -2.18 -1.40
C 0.25 -1.58 -1.72
C 0.23 -0.84 0.94
C -6.03 -3.85 -1.09
C 2.88 3.04 -1.77
C -0.96 -1.24 0.35
C 0.32 2.23 3.05
C 1.43 -1.18 -1.14
C 0.00 -2.04 -3.13
H 4.84 5.10 0.04
H -5.90 -1.73 -1.43
H -1.16 0.90 3.89
H 3.80 1.92 3.15
H 2.37 -1.16 -1.67
H 4.31 3.47 1.77
H -2.01 -1.63 -3.87
H -0.09 1.64 5.09
H -4.89 -3.05 0.23
H 0.50 0.33 4.08
H 1.96 3.57 2.66
H -0.32 3.11 3.11
H 2.59 0.66 3.38
H 1.93 2.93 4.31
H -4.16 -2.01 -3.34
H 3.94 4.84 -2.25
H -1.87 -1.27 0.92
H -3.97 -3.67 -2.78
H 1.91 1.29 -1.02
H -6.37 -2.70 -2.85
H 0.22 1.82 2.04
H 0.26 -0.59 1.98
H 2.48 2.92 -2.77
H 0.57 -2.95 -3.34
H 0.30 -1.29 -3.85
H -1.75 -3.33 -3.43
*
```


Density functional theory data (ωB97M-V with the def2-TZVPD basis set) for 2 unconnected molecules or ions with the total composition C22H26N3O3.

**E_LUMO**: -3.48 eV
**DFT total energy**: -1243.5492 Ha
**HOMO level**: -10.35 eV

```
! wB97M-V def2-TZVPD RIJCOSX def2/J DEFGRID3
* xyz 1 1
O 2.35 -4.44 -2.72
O 1.75 1.54 4.92
O -1.39 -0.40 2.48
N 0.17 3.27 -0.05
N -2.14 -0.67 1.33
N -1.90 -0.99 -3.12
C 0.47 1.67 1.55
C 2.18 2.43 5.98
C 0.13 4.55 -0.72
C -2.86 -0.73 -4.17
C -0.10 1.06 0.35
C 0.48 -3.71 -3.94
C 0.92 -2.71 -1.71
C -0.91 -1.97 -3.12
C 0.93 1.18 2.74
C -0.27 2.08 -0.58
C -2.61 -2.00 1.23
C -0.22 -1.92 -1.88
C -0.61 -2.87 -4.13
C 1.47 3.49 3.45
C 3.24 -4.41 -1.58
C -0.84 -0.81 -1.15
C -1.87 -0.31 -1.93
C 1.41 2.09 3.72
C 0.64 3.05 1.25
C 1.27 -3.62 -2.76
C -0.50 -0.32 0.19
C 1.09 3.97 2.19
H 1.52 -2.64 -0.80
H 0.80 4.54 -1.60
H -2.69 -1.43 -5.00
H 0.79 -4.42 -4.70
H 3.10 2.97 5.70
H -3.06 -2.22 2.22
H 0.45 5.33 -0.02
H -2.75 0.31 -4.53
H -1.21 -2.94 -5.03
H -3.38 -2.08 0.46
H 3.72 -3.42 -1.50
H -3.88 -0.85 -3.79
H 1.39 3.14 6.25
H -1.87 0.29 2.97
H -1.78 -2.72 1.04
H 2.38 1.75 6.81
H 1.12 5.03 1.97
H -0.58 2.01 -1.62
H 0.93 0.11 2.98
H 2.69 -4.65 -0.66
H -2.48 0.59 -1.78
H -2.26 0.08 0.55
H -0.21 -1.04 0.95
H -0.88 4.77 -1.08
H 1.85 4.18 4.21
H 3.97 -5.18 -1.81
*
```


Density functional theory data (ωB97M-V with the def2-TZVPD basis set) for C22H26N4O5S in the gas phase.

**E_LUMO**: 0.35 eV
**DFT total energy**: -1847.4050 Ha
**HOMO level**: -9.03 eV
**SMILES**: O=C(CN1C(=O)[C@H]2CC=CC[C@H]2C1=O)Nc1ccc(S(=O)(=O)NC2=NCCCCC2)cc1

```
! wB97M-V def2-TZVPD RIJCOSX def2/J DEFGRID3
* xyz 0 1
S -4.43 -2.40 0.86
O -4.52 -3.10 2.10
O 1.01 1.68 2.13
O 2.92 -0.58 -1.29
O 5.08 1.33 2.21
O -4.70 -3.11 -0.35
N -5.90 1.09 0.86
N 0.82 0.32 0.29
N 3.78 0.56 0.49
N -5.52 -1.12 1.03
C -4.00 0.72 -1.62
C -0.42 -0.30 0.48
C 5.69 -0.70 1.00
C -2.85 -1.59 0.72
C 1.44 1.22 1.10
C 2.81 1.64 0.53
C -0.81 -1.25 -0.47
C 7.85 -1.36 -0.05
C 3.78 -0.44 -0.44
C -2.47 -0.66 1.68
C -6.03 2.34 0.15
C -2.02 -1.89 -0.35
C -5.54 0.03 0.26
C -1.26 -0.01 1.56
C 7.16 -0.31 0.76
C -4.73 2.86 -0.45
C 4.86 0.51 1.36
C 5.00 -1.30 -0.23
C 5.89 -1.30 -1.49
C -5.20 -0.14 -1.19
C -4.35 2.20 -1.77
C 7.24 -1.83 -1.13
H -0.95 0.72 2.29
H 5.41 -1.88 -2.27
H -5.80 -0.98 1.99
H 5.99 -0.27 -1.84
H 3.23 2.41 1.19
H 7.68 -2.59 -1.76
H 5.66 -1.40 1.84
H -3.19 0.61 -0.90
H 1.33 0.01 -0.53
H -5.00 -1.19 -1.38
H -4.84 3.94 -0.62
H -0.15 -1.47 -1.29
H -2.35 -2.62 -1.07
H -6.07 0.15 -1.78
H 7.18 0.64 0.20
H 2.67 2.04 -0.48
H -6.79 2.25 -0.65
H -3.93 2.72 0.28
H 4.68 -2.33 -0.05
H -6.41 3.05 0.89
H -3.13 -0.45 2.50
H 7.65 -0.14 1.71
H -3.65 0.34 -2.59
H 8.82 -1.70 0.27
H -5.17 2.31 -2.48
H -3.48 2.72 -2.19
*
```


Density functional theory data (ωB97M-V with the def2-TZVPD basis set) for C22H26N6O3 in the gas phase.

**E_LUMO**: 0.68 eV
**DFT total energy**: -1408.1868 Ha
**HOMO level**: -8.62 eV
**SMILES**: COc1ccc(C(=O)NNC(=O)CN2CCC(n3nnc4cc(C)ccc43)CC2)cc1

```
! wB97M-V def2-TZVPD RIJCOSX def2/J DEFGRID3
* xyz 0 1
O -6.87 -3.35 -0.08
O -2.70 3.94 -1.10
O -1.59 0.00 0.85
N 3.53 0.07 1.99
N -3.00 1.71 0.51
N -1.93 2.59 0.54
N 4.15 -1.00 2.25
N 3.54 0.31 0.68
N 0.57 3.18 0.01
C -5.20 -0.14 0.55
C 4.20 -0.69 0.04
C -4.61 -2.79 0.00
C 5.24 -2.11 -1.52
C 4.52 -0.96 -1.29
C 5.65 -2.98 -0.49
C 2.86 1.44 0.09
C -3.87 -0.54 0.44
C -1.79 3.58 -0.38
C 6.42 -4.21 -0.86
C 1.52 1.01 -0.52
C -2.72 0.37 0.60
C -6.22 -1.05 0.39
C -3.59 -1.88 0.17
C 1.83 3.68 0.53
C -0.40 4.20 -0.33
C 4.61 -1.55 1.09
C -5.94 -2.38 0.11
C -8.24 -3.01 0.01
C 2.61 2.52 1.14
C 0.80 2.24 -1.07
C 5.34 -2.70 0.82
H 0.90 0.54 0.24
H -2.56 -2.19 0.10
H -0.40 4.97 0.44
H 2.04 2.08 1.96
H 7.34 -3.94 -1.38
H 5.84 -4.84 -1.53
H -0.16 1.94 -1.49
H -0.21 4.69 -1.30
H -4.41 -3.83 -0.21
H 1.62 4.42 1.30
H 5.64 -3.35 1.62
H -5.44 0.88 0.80
H 1.68 0.29 -1.32
H 6.68 -4.78 0.02
H -3.79 2.07 -0.02
H 5.51 -2.36 -2.54
H -1.09 2.18 0.94
H 4.22 -0.31 -2.09
H 3.56 2.88 1.54
H 2.43 4.17 -0.26
H 3.51 1.84 -0.71
H 1.40 2.70 -1.88
H -8.49 -2.64 1.01
H -7.24 -0.71 0.49
H -8.78 -3.94 -0.17
H -8.52 -2.27 -0.74
*
```